Record 1
DFT (ωB97M-V/def2-TZVPD) results for a molecular structure, C14H22NO3ReS2Si.

2S+1 = 4
relative energy (zero: lowest compared OMol25 entry of this formula, charge and spin) = 0.00 kcal/mol
LUMO (alpha / beta) = -3.615 / -4.015 eV
net charge = +1

Element x y z (Å)
Re: -0.064 0.015 1.311
C: -3.195 1.592 1.414
Si: -2.556 -0.111 1.015
C: -3.232 -1.414 2.165
C: -2.938 -0.560 -0.763
H: -4.284 1.604 1.314
H: -2.784 2.345 0.739
H: -2.937 1.885 2.432
H: -4.314 -1.484 2.025
H: -3.045 -1.164 3.209
H: -2.804 -2.398 1.963
H: -4.024 -0.528 -0.890
H: -2.609 -1.568 -1.018
H: -2.511 0.146 -1.479
O: 0.394 1.095 -0.641
C: 1.469 2.005 -0.597
C: 2.404 1.984 -1.613
C: 3.445 2.899 -1.588
C: 3.535 3.822 -0.557
C: 2.581 3.830 0.445
C: 1.534 2.911 0.451
C: 0.539 2.994 1.578
O: 0.301 4.038 2.114
O: -0.081 1.864 1.926
H: 0.384 0.652 -1.501
H: 2.314 1.270 -2.425
H: 4.181 2.893 -2.381
H: 4.343 4.540 -0.539
H: 2.616 4.553 1.248
C: -0.075 -0.717 3.251
H: 0.967 -0.747 3.597
H: -0.501 -1.711 3.398
H: -0.606 -0.010 3.894
S: 0.325 -2.342 0.784
C: 0.620 -2.694 -0.841
N: 1.286 -3.775 -1.205
C: 1.283 -4.118 -2.627
C: 1.086 -2.791 -3.350
S: 0.037 -1.818 -2.221
H: 1.628 -4.414 -0.500
H: 0.466 -4.812 -2.833
H: 2.226 -4.586 -2.898
H: 0.570 -2.911 -4.299
H: 2.025 -2.264 -3.505



Record 2
DFT (ωB97M-V/def2-TZVPD) results for C14H22O5 in the gas phase.

relative energy (zero: lowest compared OMol25 entry of this formula, charge and spin) = 4.04 kcal/mol
SMILES = CCO[C@@H]1OC(C(=O)O)=C[C@H](C2CC2)[C@H]1CCCO
LUMO = 0.709 eV

Element x y z (Å)
C: -2.407 1.628 1.907
C: -2.686 0.181 1.518
H: -2.506 -0.484 2.374
H: -3.728 0.075 1.199
O: -1.932 -0.273 0.405
C: -0.628 -0.685 0.668
C: -0.133 -1.495 -0.544
C: 1.034 -2.423 -0.169
C: 2.354 -1.723 0.199
C: 2.734 -1.919 1.670
O: 1.745 -1.494 2.572
H: 1.494 -0.587 2.347
H: 2.883 -2.982 1.881
H: 3.682 -1.394 1.866
H: 2.291 -0.654 -0.006
H: 3.172 -2.120 -0.405
H: 0.721 -3.039 0.676
H: 1.202 -3.092 -1.015
H: -0.976 -2.139 -0.804
C: 0.207 -0.596 -1.752
C: 0.493 0.811 -1.334
C: 0.505 1.219 -0.062
O: 0.211 0.406 0.999
C: 0.878 2.605 0.292
O: 1.201 3.448 -0.508
O: 0.838 2.838 1.610
H: 1.093 3.756 1.790
H: 0.725 1.532 -2.101
C: -0.808 -0.580 -2.893
C: -2.286 -0.687 -2.689
C: -1.537 -1.807 -3.348
H: -1.662 -1.956 -4.410
H: -1.402 -2.730 -2.805
H: -2.649 -0.829 -1.685
H: -2.927 -0.070 -3.300
H: -0.484 0.091 -3.681
H: 1.138 -0.981 -2.193
H: -0.605 -1.315 1.574
H: -1.393 1.738 2.283
H: -3.106 1.933 2.682
H: -2.533 2.274 1.041



Record 3
DFT (ωB97M-V/def2-TZVPD) results for a molecular structure, C14H23BBaN6O.

LUMO (alpha / beta) = -9.519 / -9.478 eV
net charge = +2

Element x y z (Å)
C: -2.028 1.019 -1.545
N: -0.726 0.635 -1.550
N: -0.446 0.171 -2.822
C: -1.523 0.340 -3.614
C: -2.553 0.873 -2.846
B: 0.933 -0.361 -3.292
N: 1.982 0.516 -2.566
N: 1.885 0.922 -1.243
C: 2.980 1.677 -0.986
C: 3.735 1.814 -2.171
C: 3.067 1.081 -3.139
Ba: -0.010 1.719 0.833
N: 1.066 -1.867 -2.860
N: 0.880 -2.146 -1.523
C: 0.988 -3.466 -1.364
C: 1.246 -4.080 -2.620
C: 1.292 -3.020 -3.540
H: 0.886 -3.940 -0.392
H: 1.458 -3.010 -4.606
H: 1.375 -5.130 -2.799
H: 1.048 -0.311 -4.479
H: 3.278 0.925 -4.186
H: -1.470 0.074 -4.659
H: 4.651 2.369 -2.286
H: -3.539 1.116 -3.182
H: 3.177 2.062 0.008
H: -2.525 1.357 -0.616
H: 2.633 0.763 1.533
C: 2.220 1.396 2.341
H: 3.045 1.666 3.009
H: 1.826 2.389 1.981
H: 1.533 0.813 2.965
C: -3.070 1.212 3.114
C: -1.984 0.159 3.412
C: -1.423 0.349 4.823
C: -2.633 -1.228 3.417
O: -0.943 0.280 2.479
H: -3.891 1.146 3.846
H: -3.493 1.059 2.107
H: -2.651 2.232 3.166
H: -2.238 0.387 5.564
H: -0.768 -0.500 5.067
H: -0.842 1.277 4.890
H: -3.013 -1.528 2.434
H: -1.934 -1.994 3.781
H: -3.484 -1.217 4.116



Record 4
DFT (ωB97M-V/def2-TZVPD) results for a molecular structure, C14H23BCdN6O.

relative energy (zero: lowest compared OMol25 entry of this formula, charge and spin) = 0.00 kcal/mol
LUMO = 0.579 eV

Element x y z (Å)
H: -0.362 -2.981 -1.285
N: -0.166 -0.920 -1.707
B: 0.112 1.384 -2.882
N: -0.139 -0.169 -2.842
C: -0.270 -0.996 -3.910
Cd: -0.024 -0.061 0.085
H: -0.267 -0.582 -4.917
C: -0.385 -2.310 -3.455
H: -0.506 -3.212 -4.053
C: -0.313 -2.215 -2.056
H: -0.096 1.738 -4.023
C: 1.763 0.740 3.460
H: 1.769 0.363 4.491
H: 0.840 1.465 3.453
H: 2.602 1.420 3.255
N: 1.559 1.730 -2.492
N: -0.903 2.070 -1.935
N: 2.106 1.379 -1.297
N: -1.112 1.637 -0.668
C: 2.484 2.343 -3.289
C: -1.677 3.158 -2.180
H: 2.215 2.698 -4.285
H: -1.645 3.646 -3.153
C: 3.685 2.393 -2.590
C: -2.416 3.441 -1.031
C: 3.385 1.774 -1.352
C: -2.027 2.450 -0.109
H: 4.631 2.822 -2.921
H: -3.139 4.242 -0.887
H: 4.041 1.606 -0.495
H: -2.366 2.274 0.912
H: 1.794 -0.102 2.743
C: -2.276 -1.599 3.244
C: -0.954 -2.114 2.658
C: 0.114 -2.162 3.751
C: -1.156 -3.523 2.084
O: -0.568 -1.261 1.589
H: -2.624 -2.256 4.071
H: -3.062 -1.570 2.459
H: -2.145 -0.569 3.641
H: -0.173 -2.886 4.544
H: 1.095 -2.468 3.330
H: 0.197 -1.177 4.238
H: -1.931 -3.510 1.288
H: -0.209 -3.898 1.640
H: -1.480 -4.231 2.879



Record 5
DFT (ωB97M-V/def2-TZVPD) results for a molecular structure, C14H23Br36N2O2P2.

LUMO = -4.070 eV
net charge = +1

Element x y z (Å)
C: 1.988 2.613 -4.197
N: 0.516 2.439 -4.353
C: 0.126 3.428 -5.350
P: -1.690 3.438 -5.768
P: -3.049 2.825 -4.159
N: -3.693 4.105 -3.495
O: -4.251 1.861 -4.820
O: -2.317 1.967 -2.942
H: 2.357 2.003 -3.357
H: 2.199 3.669 -3.911
H: 2.532 2.395 -5.126
H: 0.158 2.697 -3.431
H: 0.462 4.464 -5.114
H: 0.659 3.160 -6.285
H: -2.032 4.790 -6.062
H: -1.966 2.642 -6.910
H: -3.340 4.965 -3.910
H: -3.788 1.241 -5.404
H: -2.154 1.086 -3.318
C: -0.813 0.164 0.165
Br: -0.638 2.064 -0.157
Br: -1.856 -0.709 -1.215
Br: 0.911 -0.677 0.387
H: -1.354 0.046 1.095
C: -5.763 5.661 -1.110
Br: -5.675 7.553 -1.506
Br: -4.531 5.170 0.299
Br: -7.569 5.095 -0.714
H: -5.451 5.132 -2.002
C: 2.300 4.422 1.003
Br: 2.926 2.769 1.788
Br: 3.487 5.899 1.379
Br: 1.980 4.231 -0.898
H: 1.347 4.652 1.462
C: 2.026 -1.740 -3.816
Br: 2.885 -1.350 -5.506
Br: 3.227 -1.500 -2.323
Br: 0.411 -0.706 -3.554
H: 1.737 -2.783 -3.838
C: 0.998 -0.234 4.896
Br: -0.611 -0.243 3.818
Br: 0.846 -1.443 6.393
Br: 2.578 -0.602 3.839
H: 1.109 0.766 5.295
C: -0.452 7.859 -1.779
Br: -0.783 6.094 -2.504
Br: -1.572 9.177 -2.637
Br: -0.656 7.877 0.141
H: 0.578 8.114 -1.995
C: 5.298 -4.310 -2.500
Br: 3.644 -4.737 -3.409
Br: 5.443 -5.227 -0.805
Br: 6.840 -4.602 -3.631
H: 5.274 -3.249 -2.279
C: -2.467 -2.591 8.990
Br: -2.337 -0.676 8.754
Br: -3.558 -3.406 7.617
Br: -0.725 -3.424 9.109
H: -2.963 -2.761 9.937
C: -6.227 -4.914 4.265
Br: -7.863 -5.310 5.216
Br: -5.780 -3.034 4.358
Br: -4.763 -6.030 4.861
H: -6.400 -5.148 3.223
C: 2.205 -5.475 1.952
Br: 1.573 -6.751 0.643
Br: 1.705 -3.663 1.486
Br: 1.635 -5.935 3.743
H: 3.286 -5.518 1.942
C: 6.675 -0.693 -0.168
Br: 7.726 -2.036 -1.073
Br: 6.029 0.665 -1.387
Br: 5.234 -1.513 0.833
H: 7.318 -0.198 0.548
C: -0.133 -9.199 5.776
Br: 0.633 -9.099 7.548
Br: -1.055 -10.874 5.485
Br: -1.273 -7.681 5.404
H: 0.687 -9.161 5.071



| no. | F_max (eV/A) |
| --- | --- |
| 1 | 0.460 |
| 2 | 0.963 |
| 3 | 3.823 |
| 4 | 3.623 |
| 5 | 5.342 |